No. 1
12
Properties=species:S:1:pos:R:3:forces:R:3 method="wB97M-V/def2-TZVPD" total_charge=0 de_lowest_kcal_mol=42.42 smiles="N=C=N.CC=O"
C 0.5268 -0.9499 1.1026 0.011 0.002 -0.099
C 0.0403 0.7450 -1.9211 0.043 0.048 -0.082
N -0.0215 -0.3762 -2.4183 -0.024 0.526 0.193
N 0.2751 1.8680 -1.4973 -0.056 -0.529 -0.259
C -0.4900 0.0458 1.5884 -0.193 0.081 -0.163
O -1.2654 0.6411 0.8780 0.298 -0.348 0.318
H 0.5722 -0.9637 0.0129 0.026 -0.006 0.206
H 0.2588 -1.9476 1.4717 0.029 0.142 0.004
H 1.5168 -0.7104 1.5042 -0.136 -0.007 0.006
H -0.4428 -1.1084 -1.8590 -0.006 0.071 -0.041
H -0.4653 2.5566 -1.5501 0.039 -0.037 0.014
H -0.5050 0.1997 2.6881 -0.029 0.056 -0.099



No. 2
12
Properties=species:S:1:pos:R:3:forces:R:3 method="wB97M-V/def2-TZVPD" total_charge=0 de_lowest_kcal_mol=75.61
C 2.0163 -0.3413 -0.1993 -5.362 -0.668 1.078
C 0.1203 -1.0356 0.0916 2.229 2.463 -1.397
C -1.9845 0.3803 -0.0253 0.892 -2.045 3.028
N 2.0010 0.8426 0.1703 -1.974 -1.591 0.457
N -0.5422 0.1693 0.1442 0.602 -2.440 0.224
O -0.1660 -2.1906 0.0080 -0.419 0.306 0.134
H 2.6273 -1.0294 -0.7137 1.413 -0.546 -0.205
H -2.5020 -0.4259 0.5548 0.263 0.754 -0.074
H -2.3207 1.3278 0.3482 0.053 0.488 -0.169
H -2.2344 0.1303 -0.9887 -0.716 0.209 -2.572
H 2.8087 1.3348 0.2347 3.313 1.933 -0.355
H 0.1763 0.8379 0.3752 -0.293 1.138 -0.150



No. 3
12
Properties=species:S:1:pos:R:3:forces:R:3 method="wB97M-V/def2-TZVPD" total_charge=0 de_lowest_kcal_mol=29.55 smiles="CNC=O.C#N"
C -1.3841 0.2846 1.0704 -0.122 0.089 0.091
N 0.0544 -1.3805 -2.9804 0.862 0.418 0.592
C 0.9291 -0.9371 -2.3702 -0.752 -0.384 -0.568
N -0.1039 -0.1260 0.5345 0.270 -0.029 -0.087
C 1.0287 0.6078 0.5925 -0.035 -0.060 -0.047
O 2.0896 0.3103 0.0619 -0.344 0.024 0.154
H -1.7190 -0.3884 1.8662 0.057 0.104 -0.101
H -1.2890 1.2925 1.4820 -0.027 -0.134 -0.025
H -2.1457 0.3069 0.2848 0.126 0.013 0.100
H 1.6963 -0.5181 -1.7296 -0.072 -0.050 -0.094
H -0.0663 -0.9885 0.0071 0.030 0.110 0.063
H 0.9100 1.5365 1.1807 0.007 -0.101 -0.077



Number 1: HOMO energy -10.115 eV, HOMO-LUMO gap 11.05 eV. Number 2: HOMO energy -8.351 eV, HOMO-LUMO gap 9.37 eV. Number 3: HOMO energy -10.342 eV, HOMO-LUMO gap 11.17 eV.